{"formula": "C14H19BO7Zn", "method": "wB97M-V/def2-TZVPD", "total_charge": 0, "e_homo_ev": [-8.81, -8.81], "orbital_gap_ev": [6.87, 6.82], "multiplicity": 1, "elements": ["Zn", "C", "C", "C", "O", "C", "O", "O", "H", "H", "H", "H", "H", "H", "H", "O", "O", "C", "C", "C", "C", "C", "C", "C", "C", "O", "B", "O", "C", "C", "H", "H", "H", "H", "H", "H", "H", "H", "H", "H", "H", "H"], "positions_angstrom": [[2.817, -1.167, 0.520], [6.071, 1.113, 0.501], [5.719, -0.347, 0.235], [6.867, -1.036, -0.469], [4.503, -0.505, -0.597], [5.369, -0.993, 1.565], [6.206, -1.037, 2.437], [4.158, -1.538, 1.711], [6.457, 1.607, -0.384], [6.821, 1.075, 1.291], [5.226, 1.662, 0.913], [7.087, -0.576, -1.429], [6.652, -2.050, -0.702], [7.768, -1.044, 0.166], [4.807, -0.320, -1.472], [4.351, 1.978, -1.526], [3.129, 1.947, -1.216], [-5.461, -1.586, -0.308], [-5.091, -0.155, 0.026], [-6.035, 0.788, -0.767], [-5.302, 0.129, 1.485], [-3.616, 0.122, -0.222], [-3.144, 1.357, -0.662], [-1.763, 1.719, -0.761], [-0.888, 0.731, -0.380], [0.483, 0.717, -0.299], [0.861, -0.584, 0.041], [-0.256, -1.365, 0.178], [-1.334, -0.515, -0.068], [-2.665, -0.857, 0.072], [-6.566, -1.670, -0.280], [-5.119, -2.318, 0.443], [-5.102, -1.923, -1.253], [-7.056, 0.597, -0.431], [-5.948, 0.607, -1.878], [-5.805, 1.820, -0.593], [-6.334, -0.081, 1.736], [-5.067, 1.158, 1.759], [-4.624, -0.489, 2.088], [-3.853, 2.145, -0.916], [-1.381, 2.703, -1.050], [-2.940, -1.817, 0.496]]}